ORCA calculation (wB97M-V/def2-TZVPD) on a cluster of 13 separate species, C14H53N18O13 in total at a distorted geometry.

## Properties
DFT total energy, eV: -68827.9654
Gap between HOMO and LUMO, eV: 8.19

Geometry as ORCA input:
```
! wB97M-V def2-TZVPD RIJCOSX def2/J DEFGRID3
* xyz -1 1
C 4.04 3.50 25.57
C 4.28 2.53 24.42
O 3.69 2.86 23.19
H 3.71 4.46 25.15
H 4.96 3.74 26.11
H 3.23 3.22 26.25
H 4.11 1.49 24.77
H 5.37 2.46 24.20
C 5.21 -0.69 27.97
O 3.82 -0.75 28.24
H 5.83 -0.23 28.75
H 5.60 -1.67 27.68
H 5.36 0.03 27.16
H 3.60 -1.51 28.79
C 0.38 3.77 24.88
O 0.86 3.71 23.54
H 0.73 4.63 25.46
H -0.71 3.85 24.91
H 0.68 2.89 25.45
H 1.76 3.34 23.56
C 8.28 2.97 24.14
O 8.49 1.60 24.34
H 7.94 3.48 25.04
H 9.19 3.45 23.76
H 7.50 3.21 23.39
H 9.16 1.24 23.76
C 6.90 2.44 30.14
O 7.44 1.47 29.63
N 6.85 2.70 31.49
N 6.37 3.46 29.38
H 7.28 2.03 32.10
H 6.57 3.61 31.79
H 6.34 3.38 28.38
H 5.79 4.13 29.84
C 5.62 2.78 19.80
O 5.94 2.81 18.62
N 4.36 3.08 20.28
N 6.53 2.63 20.81
H 4.17 3.01 21.28
H 3.67 3.38 19.63
H 6.22 2.67 21.76
H 7.47 2.44 20.51
C 5.50 -1.30 23.37
O 5.79 -2.43 23.01
N 6.05 -0.75 24.50
N 4.57 -0.50 22.76
H 5.76 0.12 24.88
H 6.79 -1.29 24.92
H 4.25 -0.63 21.82
H 4.30 0.36 23.20
C 2.59 6.53 28.50
O 3.39 6.50 27.55
N 2.65 5.64 29.52
N 1.70 7.54 28.61
H 2.10 5.78 30.34
H 3.40 4.98 29.53
H 0.93 7.52 29.26
H 1.72 8.22 27.86
C 1.08 7.93 24.81
O 0.91 8.86 25.61
N 0.25 7.70 23.76
N 2.08 7.04 24.97
H 0.56 7.06 23.05
H -0.40 8.44 23.58
H 2.72 7.09 25.74
H 2.15 6.18 24.45
C 1.02 0.67 21.08
O 0.68 0.01 20.09
N 0.12 1.08 22.01
N 2.33 0.94 21.32
H 0.29 1.68 22.80
H -0.81 0.83 21.75
H 2.67 1.55 22.05
H 2.89 0.74 20.51
C 0.82 1.69 27.99
O 0.04 2.63 28.12
N 2.13 1.71 28.36
N 0.46 0.58 27.28
H 2.45 2.51 28.86
H 2.69 0.89 28.19
H -0.43 0.62 26.82
H 1.11 -0.12 26.96
C 6.90 6.56 26.76
O 6.94 6.62 27.99
N 5.75 6.64 26.04
N 8.02 6.35 26.00
H 5.74 6.67 25.03
H 4.92 6.82 26.59
H 7.96 6.17 25.02
H 8.93 6.17 26.38
C 4.73 6.26 22.15
O 4.97 7.25 21.46
N 5.67 5.75 23.03
N 3.61 5.51 22.08
H 5.45 4.88 23.49
H 6.62 6.04 22.95
H 3.54 4.66 22.65
H 2.86 5.77 21.47
*
```

Charges per atom according to Mulliken partitioning, unit e: C 0.723; C -0.945; O 0.521; H -0.622; H 0.021; H -0.157; H 0.709; H -0.066; C -0.083; O -0.559; H 0.231; H 0.365; H -0.238; H 0.252; C -0.229; O -0.627; H 0.000; H 0.495; H -0.038; H 0.128; C -0.073; O -0.494; H 0.077; H 0.396; H -0.173; H 0.284; C 0.626; O -0.655; N -0.389; N -0.121; H 0.233; H 0.172; H 0.019; H 0.116; C 0.439; O -0.728; N -0.116; N -0.224; H -0.139; H 0.180; H 0.105; H 0.139; C 0.502; O -0.730; N -0.031; N -0.121; H -0.037; H 0.157; H 0.120; H 0.012; C 0.545; O -0.693; N -0.329; N -0.425; H 0.158; H 0.127; H 0.162; H 0.197; C 0.581; O -0.752; N -0.343; N 0.219; H 0.181; H 0.249; H 0.079; H -0.171; C 0.324; O -0.756; N -0.314; N -0.137; H 0.253; H 0.196; H 0.104; H 0.234; C 0.586; O -0.686; N -0.130; N -0.402; H 0.128; H 0.128; H 0.228; H 0.174; C 0.581; O -0.672; N -0.027; N -0.314; H 0.133; H 0.197; H 0.101; H 0.238; C 0.516; O -0.757; N -0.112; N 0.274; H -0.165; H 0.208; H -0.551; H 0.208